This record from the Open Molecules 2025 dataset describes a molecular structure, C4H8CdF3O5S. The level of theory is ωB97M-V/def2-TZVPD.

ORCA input file:
```
! RIJCOSX wB97M-V def2-TZVPD def2/J DEFGRID3
* xyz 1 1
O 0.37 -0.98 1.01
O 3.52 0.00 -0.36
C 3.14 0.69 -1.46
O 1.76 0.27 -1.69
C 1.06 0.79 -2.80
Cd 1.90 -1.04 -0.19
H 3.70 0.45 -2.38
H 3.13 1.78 -1.30
H 0.62 -0.06 -3.33
H 0.24 1.43 -2.45
H 1.74 1.37 -3.44
S -0.97 -0.31 1.26
O -0.96 1.11 1.50
O -1.67 -1.15 2.38
C -2.03 -0.65 -0.25
F -2.67 0.46 -0.56
F -1.21 -0.99 -1.23
F -2.87 -1.61 0.01
C -2.13 -0.49 3.60
H -3.08 0.00 3.40
H -1.38 0.23 3.96
H -2.22 -1.31 4.32
*
```

The HOMO-LUMO gap is 8.81 eV.

This record from the Open Molecules 2025 dataset describes a molecular structure, C4H8Cl3GeIrOSSe4. The level of theory is ωB97M-V/def2-TZVPD.

ORCA input file:
```
! RIJCOSX wB97M-V def2-TZVPD def2/J DEFGRID3
* xyz 1 6
Ir -2.48 0.36 1.43
Se -3.75 -1.63 0.89
Se -2.15 -2.97 1.63
Se -0.65 -0.46 3.82
Se -2.78 0.10 3.83
Cl -2.00 2.72 -1.89
Ge -3.14 2.07 -0.20
Cl -1.53 2.56 1.66
Cl -4.65 3.54 0.10
O -0.90 -0.26 0.06
S 0.58 0.07 0.37
C 1.46 -1.50 0.08
C 2.70 -1.10 -0.70
C 2.23 -0.14 -1.79
C 1.22 0.82 -1.17
H 0.79 -2.11 -0.53
H 1.65 -1.98 1.03
H 3.19 -1.98 -1.11
H 3.42 -0.61 -0.04
H 1.75 -0.70 -2.59
H 3.06 0.41 -2.22
H 0.34 1.01 -1.78
H 1.64 1.78 -0.89
*
```

The HOMO-LUMO gap (spin up / spin down) is 6.85 / 6.14 eV.

This record from the Open Molecules 2025 dataset describes a single C4H8Cl4 molecule. The level of theory is ωB97M-V/def2-TZVPD.

ORCA input file:
```
! RIJCOSX wB97M-V def2-TZVPD def2/J DEFGRID3
* xyz 0 1
Cl 0.40 -3.65 -0.73
C 1.21 -2.44 0.30
C 0.64 -1.03 0.20
Cl 0.98 -0.36 -1.39
H 2.28 -2.42 0.06
H 1.10 -2.81 1.32
H 1.01 -0.36 0.98
H -0.44 -1.01 0.33
Cl 0.21 2.87 1.15
C -1.20 2.34 0.34
C -0.85 1.11 -0.56
Cl 0.23 1.59 -1.95
H -1.66 3.17 -0.18
H -1.91 2.03 1.10
H -1.70 0.58 -1.00
H -0.30 0.39 0.04
*
```

The HOMO-LUMO gap is 8.50 eV.

This record from the Open Molecules 2025 dataset describes a molecular structure, C4H8Cl5N2O4S2. The level of theory is ωB97M-V/def2-TZVPD.

ORCA input file:
```
! RIJCOSX wB97M-V def2-TZVPD def2/J DEFGRID3
* xyz -1 1
C -0.80 0.99 -0.48
C -0.09 0.38 -1.70
C -0.09 -1.15 -1.75
N 1.18 -1.75 -1.28
S 1.18 -2.20 0.33
O 0.93 -3.62 0.35
O 0.22 -1.38 1.03
N 2.68 -1.98 0.90
S 3.38 -0.60 0.64
O 2.59 0.43 0.04
O 4.18 -0.23 1.76
Cl 4.80 -1.08 -0.82
H -1.49 0.24 -0.08
H -0.06 1.16 0.30
H -1.32 1.90 -0.72
H -0.58 0.73 -2.61
H 0.95 0.70 -1.73
H -0.96 -1.57 -1.24
H -0.17 -1.43 -2.80
H 1.32 -2.62 -1.77
C -3.57 2.61 2.32
Cl -4.96 2.29 3.38
Cl -2.09 2.07 3.10
Cl -3.78 1.74 0.80
Cl -3.48 4.35 2.00
*
```

The HOMO-LUMO gap is 8.19 eV.

This record from the Open Molecules 2025 dataset describes a molecular structure, C4H8ClN. The level of theory is ωB97M-V/def2-TZVPD.

ORCA input file:
```
! RIJCOSX wB97M-V def2-TZVPD def2/J DEFGRID3
* xyz 0 1
C 0.09 -1.45 0.95
C 0.48 -0.19 0.19
C 0.07 0.02 -1.28
C -0.21 1.18 0.33
H -1.04 -1.58 0.72
H 0.72 -2.30 0.59
H 1.54 -0.06 0.17
H -1.01 -0.29 -1.34
H 0.67 -0.41 -2.08
H -0.62 1.98 -1.47
H 0.14 1.93 1.08
H -1.34 1.02 0.48
N 0.13 1.45 -1.07
Cl 0.37 -1.30 2.72
*
```

The HOMO-LUMO gap is 10.60 eV.

This record from the Open Molecules 2025 dataset describes 2 unconnected molecules or ions with the total composition C4H8ClN. The level of theory is ωB97M-V/def2-TZVPD.

ORCA input file:
```
! RIJCOSX wB97M-V def2-TZVPD def2/J DEFGRID3
* xyz 0 1
C 0.24 1.74 0.23
C -0.36 -0.95 1.31
C -0.14 -0.82 -1.19
C 0.45 -0.45 0.15
N -0.37 2.15 -0.78
Cl 2.11 -0.75 0.32
H 0.77 1.87 1.11
H -1.33 -0.35 1.33
H 0.22 -1.09 2.26
H -0.51 -1.97 0.94
H 0.45 -1.60 -1.60
H -1.18 -0.96 -1.25
H 0.00 0.06 -1.84
H -0.35 3.13 -0.97
*
```

The HOMO-LUMO gap is 8.86 eV.

This record from the Open Molecules 2025 dataset describes a single C4H8ClN molecule. The level of theory is ωB97M-V/def2-TZVPD.

ORCA input file:
```
! RIJCOSX wB97M-V def2-TZVPD def2/J DEFGRID3
* xyz 0 1
Cl 2.53 -0.05 0.14
C 0.95 0.38 -0.41
C -0.16 -0.52 0.07
N -1.38 0.01 -0.48
C -2.64 -0.59 0.03
C -2.26 0.82 0.31
H 0.79 1.39 0.17
H 0.98 0.48 -1.46
H 0.06 -1.55 -0.38
H -0.09 -0.58 1.19
H -3.36 -1.03 -0.63
H -2.46 -1.07 0.96
H -2.51 1.67 -0.29
H -2.06 0.93 1.39
*
```

As for the SMILES: ClCCN1CC1. The HOMO-LUMO gap is 10.89 eV.

This record from the Open Molecules 2025 dataset describes 2 unconnected molecules or ions with the total composition C4H8ClN2. The level of theory is ωB97M-V/def2-TZVPD.

ORCA input file:
```
! RIJCOSX wB97M-V def2-TZVPD def2/J DEFGRID3
* xyz 1 1
C -1.61 -0.46 0.03
C -0.19 0.70 -1.16
C 0.56 -0.09 -0.40
C 1.97 -0.23 -0.41
N -1.53 0.44 -0.93
N -0.34 -0.83 0.31
Cl -1.02 1.20 2.40
H -2.45 -1.06 0.40
H -0.23 0.23 2.76
H 0.21 1.36 -1.84
H 2.57 0.65 0.03
H 2.36 -0.52 -1.38
H 2.07 -1.21 0.28
H -2.26 1.09 -1.25
H -0.12 -1.28 1.17
*
```

The HOMO-LUMO gap is 10.59 eV.

This record from the Open Molecules 2025 dataset describes 2 unconnected molecules or ions with the total composition C4H8ClN3O2. The level of theory is ωB97M-V/def2-TZVPD.

ORCA input file:
```
! RIJCOSX wB97M-V def2-TZVPD def2/J DEFGRID3
* xyz 0 1
O 2.20 -2.26 -0.35
N 1.50 -1.02 -0.10
N 0.29 -1.28 0.06
N -0.67 -0.48 0.17
C -0.78 0.94 0.12
C -2.36 0.71 0.43
C -2.11 -0.76 0.29
H 3.20 -2.16 -0.26
H -0.50 1.48 -0.87
H -0.45 1.60 1.04
H -2.72 1.04 1.46
H -3.07 1.13 -0.28
H -2.37 -1.41 1.09
H -2.46 -1.20 -0.77
O 1.66 1.78 -0.43
C 2.47 0.89 -0.55
Cl 3.70 0.51 0.53
H 2.46 0.49 -1.56
*
```

As for the SMILES: O/N=N/N1CCC1.O=CCl. The HOMO-LUMO gap is 9.61 eV.

This record from the Open Molecules 2025 dataset describes a molecular structure, C4H8ClNSi. The level of theory is ωB97M-V/def2-TZVPD.

ORCA input file:
```
! RIJCOSX wB97M-V def2-TZVPD def2/J DEFGRID3
* xyz 0 1
C -0.37 0.89 -2.64
C -0.44 0.06 -1.55
C 1.24 0.67 1.33
C -0.78 -1.82 0.87
N 2.35 1.03 0.86
Si -0.22 -0.07 0.32
Cl -1.75 1.56 1.96
H -0.46 0.70 -3.67
H 0.05 1.81 -2.32
H -0.93 -0.89 -1.96
H 0.81 1.11 2.37
H -0.39 -2.11 1.80
H -1.86 -1.97 1.03
H -0.23 -2.37 0.08
H 2.98 1.42 1.52
*
```

The HOMO-LUMO gap is 8.63 eV.

This record from the Open Molecules 2025 dataset describes a molecular structure, C4H8CsO2. The level of theory is ωB97M-V/def2-TZVPD.

ORCA input file:
```
! RIJCOSX wB97M-V def2-TZVPD def2/J DEFGRID3
* xyz 2 2
H -3.17 1.09 -2.10
O -4.80 -1.37 -5.88
C -4.10 -0.56 -5.28
C -4.41 0.26 -4.13
H -4.33 -2.08 -6.38
H -5.40 -0.06 -3.75
H -4.56 1.26 -4.60
C -3.33 0.33 -3.05
H -3.60 -0.49 -2.37
H -2.44 0.70 -3.57
C -1.06 0.05 -0.94
H -0.26 0.13 -1.70
H -1.67 -0.86 -0.86
O -1.35 1.08 -0.28
Cs 0.61 2.65 2.81
*
```

The HOMO-LUMO gap (spin up / spin down) is 8.33 / 7.46 eV.

This record from the Open Molecules 2025 dataset describes a molecular structure, C4H8CsO3. The level of theory is ωB97M-V/def2-TZVPD.

ORCA input file:
```
! RIJCOSX wB97M-V def2-TZVPD def2/J DEFGRID3
* xyz 0 2
C -3.91 1.40 -2.75
C -1.78 -1.04 1.83
O -1.97 -0.74 0.59
O -3.62 2.46 -2.09
H -3.21 0.84 -3.40
H -4.94 1.26 -3.14
H -2.65 -1.36 2.44
Cs -0.69 2.22 -0.54
O 2.18 -0.06 -0.62
C 3.08 0.10 0.19
C 3.56 -0.96 1.12
H 3.67 1.03 0.18
H 2.99 -1.89 1.01
H 3.47 -0.58 2.14
H 4.63 -1.14 0.93
H -0.81 -1.54 2.10
*
```

The HOMO-LUMO gap (spin up / spin down) is 2.69 / 6.24 eV.

Number 1: E -1398.5679 a.u.. Number 2: E -13798.0032 a.u.. Number 3: E -1997.8127 a.u.. Number 4: E -3665.0772 a.u.. Number 5: E -672.1074 a.u.. Number 6: E -672.0348 a.u.. Number 7: E -672.0860 a.u.. Number 8: E -726.6619 a.u.. Number 9: E -931.9526 a.u.. Number 10: E -961.5654 a.u.. Number 11: E -327.0891 a.u.. Number 12: E -402.8975 a.u..